[1]
The following is a DFT calculation (the ωB97M-V functional and the def2-TZVPD basis) of a 2-piece molecular cluster, C12H12 overall.

multiplicity = 1
SMILES = c1ccccc1.c1ccccc1
highest occupied orbital energy = -9.0 eV
Kohn-Sham gap = 0.365 hartree
relative energy (zero: lowest compared OMol25 entry of this formula, charge and spin) = 4.4602 eV

Positions of all 24 atoms, in Å:
C1 -3.014 -1.304 -0.555
C2 -2.703 -1.172 0.734
C3 -2.732 0.142 1.442
C4 -2.536 1.324 0.680
C5 -2.890 1.271 -0.728
C6 -2.981 -0.024 -1.284
C7 1.403 -0.267 -0.386
C8 1.934 1.019 -0.291
C9 3.205 1.249 -0.003
C10 4.143 0.363 0.060
C11 3.792 -1.085 0.057
C12 2.386 -1.226 0.050
H1 -3.163 -2.198 -1.162
H2 -2.801 -1.994 1.403
H3 -2.658 0.005 2.522
H4 -2.324 2.068 1.315
H5 -3.157 2.224 -1.068
H6 -3.194 -0.283 -2.358
H7 0.435 -0.624 -0.740
H8 1.348 1.955 -0.255
H9 3.647 2.364 0.197
H10 5.234 0.389 0.319
H11 4.541 -1.933 0.298
H12 2.086 -2.264 -0.248

Atomic forces in eV per Å
C 1.369 3.341 -2.501
C -1.984 1.828 3.472
C 2.175 -2.032 -2.877
C -2.549 -5.492 -0.773
C 1.264 -2.711 2.709
C -1.462 -1.042 -1.133
C 2.942 -0.141 1.334
C -4.981 0.872 -0.233
C 2.876 6.751 0.938
C 4.975 -8.097 1.305
C -1.180 2.835 1.322
C -0.187 -3.007 -3.733
H 0.166 0.103 0.584
H 0.290 -0.834 0.392
H 0.165 0.792 -0.258
H 0.448 3.770 1.253
H 0.112 0.883 -1.760
H 0.074 1.385 0.878
H 0.134 0.575 0.441
H -0.293 -0.844 -0.670
H -1.684 -2.478 -0.673
H -1.102 1.392 -0.537
H -1.498 1.638 -0.689
H -0.069 0.512 1.206



[2]
The following is a DFT calculation (the ωB97M-V functional and the def2-TZVPD basis) of the molecule C12H12.

multiplicity = 1
SMILES = CC1=C=CC2=C[C@H]2CC2=C(C)[C@@H]12
highest occupied orbital energy = -8.1 eV
Kohn-Sham gap = 0.331 hartree
relative energy (zero: lowest compared OMol25 entry of this formula, charge and spin) = 8.3776 eV

Positions of all 24 atoms, in Å:
C1 0.813 -1.351 -0.903
C2 -0.265 -1.537 -0.134
C3 3.107 1.252 0.107
C4 -1.146 -0.452 0.409
C5 2.474 0.147 -0.238
C6 -0.636 0.927 0.171
C7 0.626 1.810 0.470
C8 2.038 -0.929 -1.136
C9 1.862 0.951 0.780
C10 -1.886 0.759 -0.233
C11 -0.397 -2.875 0.591
C12 -3.134 1.256 -0.861
H1 3.930 1.868 -0.126
H2 -1.450 -0.678 1.465
H3 0.821 2.366 -0.479
H4 0.261 2.605 1.125
H5 2.556 -0.974 -2.055
H6 2.101 0.555 1.827
H7 0.460 -3.594 0.539
H8 -1.178 -3.342 -0.063
H9 -0.841 -2.900 1.606
H10 -3.030 2.239 -0.865
H11 -3.973 1.078 -0.222
H12 -3.117 0.822 -1.775

Atomic forces in eV per Å
C -1.493 -0.403 1.140
C 1.895 -0.541 0.512
C 0.523 -1.952 -2.017
C -0.455 0.937 0.513
C 1.049 -0.096 -1.129
C -1.084 1.340 0.062
C -1.811 -0.922 -1.570
C -0.391 1.400 0.584
C -0.783 0.849 4.030
C 3.065 -0.710 1.055
C -0.951 -1.416 -1.241
C 1.174 -2.709 3.119
H 0.490 0.722 0.064
H 0.214 -0.200 -0.921
H 0.076 -0.504 0.492
H 0.598 -0.322 0.641
H 0.380 -0.455 -0.964
H -1.546 0.749 -0.853
H -0.446 1.052 0.008
H 0.372 -0.209 0.690
H 0.469 0.616 -0.507
H 0.350 4.596 -0.712
H -0.744 -0.727 0.014
H -0.952 -1.095 -3.011



Question: What is the formula in the second record?
Answer: C12H12



What did the first record say?
The following is a DFT calculation (the ωB97M-V functional and the def2-TZVPD basis) of a 2-piece molecular cluster, C12H12 overall.

multiplicity = 1
SMILES = c1ccccc1.c1ccccc1
highest occupied orbital energy = -9.0 eV
Kohn-Sham gap = 0.365 hartree
relative energy (zero: lowest compared OMol25 entry of this formula, charge and spin) = 4.4602 eV

Positions of all 24 atoms, in Å:
C1 -3.014 -1.304 -0.555
C2 -2.703 -1.172 0.734
C3 -2.732 0.142 1.442
C4 -2.536 1.324 0.680
C5 -2.890 1.271 -0.728
C6 -2.981 -0.024 -1.284
C7 1.403 -0.267 -0.386
C8 1.934 1.019 -0.291
C9 3.205 1.249 -0.003
C10 4.143 0.363 0.060
C11 3.792 -1.085 0.057
C12 2.386 -1.226 0.050
H1 -3.163 -2.198 -1.162
H2 -2.801 -1.994 1.403
H3 -2.658 0.005 2.522
H4 -2.324 2.068 1.315
H5 -3.157 2.224 -1.068
H6 -3.194 -0.283 -2.358
H7 0.435 -0.624 -0.740
H8 1.348 1.955 -0.255
H9 3.647 2.364 0.197
H10 5.234 0.389 0.319
H11 4.541 -1.933 0.298
H12 2.086 -2.264 -0.248

Atomic forces in eV per Å
C 1.369 3.341 -2.501
C -1.984 1.828 3.472
C 2.175 -2.032 -2.877
C -2.549 -5.492 -0.773
C 1.264 -2.711 2.709
C -1.462 -1.042 -1.133
C 2.942 -0.141 1.334
C -4.981 0.872 -0.233
C 2.876 6.751 0.938
C 4.975 -8.097 1.305
C -1.180 2.835 1.322
C -0.187 -3.007 -3.733
H 0.166 0.103 0.584
H 0.290 -0.834 0.392
H 0.165 0.792 -0.258
H 0.448 3.770 1.253
H 0.112 0.883 -1.760
H 0.074 1.385 0.878
H 0.134 0.575 0.441
H -0.293 -0.844 -0.670
H -1.684 -2.478 -0.673
H -1.102 1.392 -0.537
H -1.498 1.638 -0.689
H -0.069 0.512 1.206



Question: Which of these has the lowest Kohn-Sham gap?
Answer: number 2